Entry 1:
{"formula": "C20H7F11N4O6S3Sr", "method": "ωB97M-V/def2-TZVPD", "elements": ["Sr", "O", "N", "O", "C", "C", "C", "C", "C", "C", "N", "C", "C", "N", "C", "C", "C", "C", "H", "H", "H", "H", "H", "H", "H", "F", "C", "F", "F", "S", "O", "O", "N", "S", "O", "O", "C", "F", "F", "F", "F", "C", "C", "F", "C", "F", "C", "S", "C", "F", "C", "F"], "coordinates": [[-0.5883, 0.5305, 1.0349], [-2.3234, -2.4401, -5.8096], [-1.1834, -2.6454, -5.4444], [-0.3027, -3.1051, -6.1358], [-0.8526, -2.3440, -4.0361], [0.0801, -3.1290, -3.4699], [0.4193, -2.9609, -2.0917], [1.3869, -3.7635, -1.4638], [1.6792, -3.5534, -0.1433], [1.0005, -2.5306, 0.5310], [0.0870, -1.7675, -0.0367], [-0.2190, -1.9716, -1.3361], [-1.2165, -1.1226, -1.9667], [-1.7982, -0.1687, -1.2062], [-2.6598, 0.6531, -1.7657], [-3.0004, 0.5946, -3.1200], [-2.4414, -0.3800, -3.9002], [-1.5329, -1.2910, -3.3247], [0.5671, -3.8937, -4.0590], [1.8904, -4.5345, -2.0336], [2.4182, -4.1436, 0.3784], [1.2243, -2.3213, 1.5718], [-3.1012, 1.4096, -1.1251], [-3.6923, 1.3129, -3.5347], [-2.6940, -0.4540, -4.9453], [-4.9390, 2.2014, 2.2848], [-4.1600, 1.1904, 2.6472], [-4.7727, 0.4533, 3.5576], [-3.9128, 0.4284, 1.5583], [-2.5571, 1.8574, 3.2606], [-2.0284, 2.5173, 2.0777], [-2.8137, 2.6510, 4.4127], [-1.8596, 0.4743, 3.5217], [-0.5567, -0.0183, 4.2653], [-0.8253, -1.1538, 5.0791], [0.5282, -0.1304, 3.2995], [0.0040, 1.3334, 5.3962], [-0.8771, 1.5294, 6.3584], [0.1683, 2.4565, 4.7004], [1.1632, 0.9715, 5.9191], [6.2365, 2.6737, 0.9295], [5.0090, 2.4774, 0.4459], [4.1390, 1.6046, 1.0727], [4.5176, 0.9443, 2.1705], [2.8758, 1.4284, 0.5461], [2.0513, 0.5687, 1.2143], [2.3967, 2.0721, -0.5874], [0.8012, 1.7833, -1.2406], [3.3066, 2.9467, -1.1840], [2.9604, 3.6187, -2.2837], [4.5826, 3.1486, -0.6880], [5.4150, 3.9917, -1.3011]], "forces_ev_per_angstrom": [[0.4, 0.4, -0.3], [0.0, 0.0, 0.0], [0.0, 0.1, 0.0], [0.0, 0.0, 0.0], [0.0, 0.0, 0.0], [0.0, 0.0, 0.0], [0.0, 0.0, 0.0], [0.0, 0.0, 0.0], [0.0, 0.0, 0.0], [0.0, 0.0, 0.0], [-0.1, 0.0, 0.0], [0.0, 0.0, 0.0], [0.0, 0.0, 0.1], [0.0, -0.1, 0.0], [0.0, 0.0, 0.0], [0.0, 0.0, 0.0], [0.0, 0.0, 0.0], [0.0, 0.0, 0.0], [0.0, 0.0, 0.0], [0.0, 0.0, 0.0], [0.0, 0.0, 0.0], [0.0, 0.0, 0.0], [0.0, 0.0, 0.0], [0.0, 0.0, 0.0], [0.0, 0.0, 0.0], [0.0, -0.1, 0.0], [0.0, -0.1, 0.0], [0.0, 0.1, -0.1], [-0.1, 0.1, 0.1], [-0.2, 0.2, 0.3], [0.3, -0.4, -0.1], [0.0, 0.0, 0.0], [0.1, 0.0, -0.3], [0.0, -0.2, 0.4], [0.0, 0.0, 0.0], [-0.3, 0.1, -0.2], [-0.1, 0.0, -0.1], [-0.1, 0.0, 0.1], [0.0, 0.1, -0.1], [0.1, -0.1, 0.1], [0.0, 0.0, 0.0], [0.0, 0.0, 0.0], [0.0, 0.0, 0.0], [0.0, 0.0, 0.0], [0.0, 0.0, 0.0], [0.0, 0.0, 0.0], [0.0, 0.0, 0.0], [-0.1, 0.0, 0.2], [0.0, 0.0, 0.0], [0.0, 0.0, 0.0], [0.0, 0.0, 0.0], [0.0, 0.0, 0.0]], "mulliken_charge": [1.592, -0.576, 0.945, -0.571, 0.157, -0.970, 1.665, -0.625, -1.007, -0.331, -0.155, -0.656, -0.178, -0.158, -0.257, -0.943, -0.686, 0.871, 0.512, 0.457, 0.439, 0.538, 0.468, 0.446, 0.507, -0.209, 0.743, -0.204, -0.224, 0.940, -0.697, -0.558, -0.660, 1.237, -0.667, -0.612, 0.555, -0.178, -0.188, -0.195, -0.303, 0.599, -0.346, -0.296, 0.138, -0.005, 0.363, -0.407, 0.157, -0.326, 0.146, -0.287], "e_homo_ha": -0.285, "energy_ev": -102332.4983, "relative_energy_kcal_mol": 10.2, "total_charge": 0, "lumo_ha": -0.060, "gap_ev": 6.11}

***

Entry 2:
{"formula": "C2H3F2NOS", "method": "ωB97M-V/def2-TZVPD", "elements": ["C", "C", "N", "O", "F", "F", "S", "H", "H", "H"], "coordinates": [[0.1304, 0.3259, -0.0281], [-1.5350, -0.0703, -0.6303], [0.3270, 1.3895, 0.5983], [0.8121, -0.7675, -0.3351], [-2.2623, 0.4536, 0.2206], [-1.7755, -1.4283, -0.5280], [2.4512, -0.7246, 0.1067], [-1.7453, 0.2647, -1.7104], [1.3285, 1.4754, 0.8500], [2.2690, -0.9183, 1.4562]], "forces_ev_per_angstrom": [[-4.7, -0.5, -1.4], [5.1, -1.4, -2.4], [0.9, -0.5, -0.4], [1.8, -0.2, 0.2], [-3.7, 2.9, 3.2], [0.7, 0.4, -0.6], [-0.1, -0.3, 0.6], [0.5, -0.5, 1.5], [-0.6, 0.0, 0.1], [0.0, 0.1, -0.7]], "mulliken_charge": [0.475, 0.296, -0.550, -0.248, -0.204, -0.262, -0.163, 0.210, 0.259, 0.187], "e_homo_ha": -0.378, "energy_ev": -21927.9663, "smiles": "[H]/N=C(\\OS)C(F)F", "relative_energy_kcal_mol": 51.3, "total_charge": 0, "lumo_ha": 0.004, "gap_ev": 10.40}

***

Entry 3:
{"formula": "C3H10N2O", "method": "ωB97M-V/def2-TZVPD", "elements": ["C", "C", "H", "H", "H", "H", "H", "H", "N", "C", "O", "N", "H", "H", "H", "H"], "coordinates": [[0.1040, -1.0112, -0.8789], [-1.3796, -1.0163, -1.0412], [-1.6549, -1.5996, -1.9299], [-1.8546, -1.3547, -0.1218], [0.6070, -0.6658, -1.7748], [0.5247, -1.8612, -0.3634], [1.2775, 0.2608, 0.2353], [-1.7603, -0.0082, -1.2249], [0.8498, -0.4680, 2.0458], [0.4825, 2.3083, -0.3771], [-0.3423, -0.1102, 1.4211], [0.5679, 1.0626, -0.2301], [0.9219, -1.4213, 2.3997], [1.0048, 0.0419, 2.9168], [0.0727, 3.0749, 0.2903], [0.5788, 2.7680, -1.3670]], "forces_ev_per_angstrom": [[-1.5, -0.5, -2.0], [0.1, 0.3, 0.2], [-0.1, -0.2, 0.3], [-0.2, -0.3, -0.3], [0.3, -0.3, 0.2], [0.4, 0.2, 0.4], [-2.8, 3.8, -0.8], [0.1, 0.1, 0.0], [-0.5, 0.5, 0.2], [-1.0, 0.0, -1.2], [0.9, -1.3, 1.9], [5.1, -2.2, 1.9], [-0.7, -0.5, -1.0], [-0.2, 0.8, -0.5], [0.2, -0.4, 1.0], [0.0, -0.1, -0.5]], "mulliken_charge": [-0.401, -0.839, 0.323, 0.250, 0.270, 0.369, 0.413, 0.275, -0.419, -0.540, -0.249, -0.384, 0.224, 0.210, 0.245, 0.253], "e_homo_ha": [-0.295, -0.257], "energy_ev": -8291.8338, "relative_energy_kcal_mol": 223.0, "total_charge": 0, "lumo_ha": [0.021, -0.015], "gap_ev": [8.60, 6.58]}